Molecular formula: C7H20CdClSiTb
Method: DFT, ωB97M-V/def2-TZVPD

Summary:
Expectation value of S²   12.704
M   439.11 g/mol
Kohn-Sham gap (spin up / spin down)   2.51 / 2.43 eV
LUMO level (spin up / spin down)   4.941 / 4.941 eV
HOMO (spin up / spin down)   0.0894 / 0.0924 Ha

Geometry as ORCA input:
```
! RIJCOSX wB97M-V def2-TZVPD def2/J DEFGRID3
* xyz -2 7
Tb -0.6744 -0.3889 0.4366
Cl -0.0839 -1.9884 2.2611
C 1.7362 -0.4935 -0.7758
H 2.6469 -0.6233 -1.3885
H 0.9083 -0.2181 -1.4730
H 1.5107 -1.4712 -0.2925
Cd -3.1037 -1.0729 -1.6275
C -2.9657 0.0406 0.9087
C -4.1717 -2.9068 -1.5968
C -1.3688 0.0375 -2.0999
H -4.1919 -3.2814 -2.6276
H -3.6495 -3.6267 -0.9533
H -5.1924 -2.7397 -1.2322
H -3.1830 1.1058 0.7416
H -3.9113 -0.5174 0.8638
H -2.6152 -0.0678 1.9623
H -0.7727 -0.3987 -2.9281
H -1.4673 1.1199 -2.3334
C 0.6710 1.4699 1.4415
Si 2.1728 0.8381 0.4815
C 2.9080 2.2726 -0.4354
C 3.4075 0.1592 1.6859
H -0.1260 1.9684 0.8471
H 1.1002 2.2616 2.0727
H 0.2156 0.7553 2.1723
H 3.6775 2.7652 0.1722
H 3.3692 1.9131 -1.3631
H 2.1421 3.0145 -0.6934
H 3.8824 0.9872 2.2270
H 2.9495 -0.5229 2.4121
H 4.1797 -0.3912 1.1343
*
```

Atomic partial charges in e from the Mulliken method, atoms 1 to 4:
1 Tb -11.004
2 Cl -0.538
3 C 2.445
4 H 0.428

Molecular formula: C7H20ClIrOSiV
Method: DFT, ωB97M-V/def2-TZVPD

Summary:
Expectation value of S²   12.041
M   426.94 g/mol
Kohn-Sham gap (spin up / spin down)   5.33 / 5.39 eV
LUMO level (spin up / spin down)   2.821 / 1.305 eV
HOMO (spin up / spin down)   -0.0923 / -0.1499 Ha

Geometry as ORCA input:
```
! RIJCOSX wB97M-V def2-TZVPD def2/J DEFGRID3
* xyz -1 7
Ir 0.4375 -0.1350 0.3835
Cl 0.8217 -0.3754 -1.8801
C 1.6037 1.2241 1.1372
H 1.2279 1.5708 2.1111
H 1.8324 2.0667 0.4876
H 2.5107 0.6170 1.3192
V -0.0566 1.9357 -4.0502
C 2.0025 1.9078 -3.9524
C -1.2997 0.3064 -4.2865
C -0.8527 3.5971 -4.1735
H -2.0118 0.3020 -3.4442
H -1.8866 0.3172 -5.2171
H -0.7666 -0.6509 -4.2302
H 2.3051 2.3937 -3.0098
H 2.4138 0.8914 -3.9125
H 2.4951 2.4443 -4.7778
H -0.3148 4.5680 -4.1577
H -1.9389 3.7766 -4.3177
C 1.1480 -2.2787 3.1905
Si -0.6131 -1.6679 2.7719
C -1.7635 -3.1791 2.8993
C -1.1247 -0.4286 4.1213
O -0.9723 -1.0111 1.2636
H 1.2146 -2.7416 4.1910
H 1.8744 -1.4539 3.1647
H 1.4849 -3.0342 2.4649
H -1.7600 -3.6638 3.8876
H -2.8015 -2.8887 2.6814
H -1.4941 -3.9455 2.1589
H -0.4681 0.4525 4.1067
H -2.1466 -0.0696 3.9304
H -1.1010 -0.8471 5.1388
*
```

Atomic partial charges in e from the Mulliken method, atoms 1 to 4:
1 Ir 0.563
2 Cl -0.563
3 C -1.172
4 H 0.218

Molecular formula: C7H20F3IN3O10P2SSr
Method: DFT, ωB97M-V/def2-TZVPD

Summary:
Energy relative to the best compared isomer or geometry (same formula, charge and spin)   55.5 kcal/mol
M   671.78 g/mol
Kohn-Sham gap   6.83 eV
LUMO level   2.142 eV
HOMO   -0.1723 Ha

Geometry as ORCA input:
```
! RIJCOSX wB97M-V def2-TZVPD def2/J DEFGRID3
* xyz -1 1
Sr -1.4537 -0.1687 -0.3995
N -3.2129 -1.0061 -2.3860
C -3.5913 -2.2870 -1.8714
C -2.3525 -2.9330 -1.2389
N -2.4445 -2.5774 0.2302
C -1.3914 -3.1006 1.0767
C -0.1626 -2.2282 1.1596
N -0.5120 -0.9797 1.8984
H -2.4520 -1.1609 -3.0596
H -3.9684 -0.6509 -2.9561
H -4.3608 -2.0967 -1.1267
H -3.9542 -2.9047 -2.6925
H -2.3624 -4.0239 -1.4231
H -1.4007 -2.5001 -1.6732
H -3.3382 -2.5705 0.6758
H -1.6238 -3.3171 2.0934
H -1.1814 -4.0642 0.6348
H 0.6893 -2.8030 1.6022
H 0.2089 -1.8964 0.1598
H -0.8160 -1.1137 2.8344
H 0.1616 -0.2705 2.0608
C 2.4745 2.6904 -1.4965
C 1.1136 2.0629 -1.1179
O 1.2795 0.6904 -0.6158
P 0.2528 2.9357 0.2437
O 1.2918 3.4716 1.2822
O -0.2557 4.4557 -0.0867
O -0.8378 1.9709 0.5788
P 0.0897 1.7571 -2.6267
O -1.0999 2.9122 -2.7303
O 0.9902 1.8392 -3.7793
O -0.6105 0.3668 -2.3692
H 3.1726 2.8414 -0.7013
H 2.0712 3.6440 -1.8277
H 3.0398 2.2133 -2.2604
H 2.2290 0.3522 -0.7819
H 1.7581 2.7149 1.9059
H 0.6334 4.8835 -0.4643
H -1.0701 3.8356 -2.3888
F 4.4701 0.8385 4.0704
C 3.9489 -0.2618 3.5686
F 4.9518 -1.1189 3.4846
F 3.0168 -0.7264 4.3814
S 3.2874 0.2270 1.9247
O 3.0079 -0.9616 1.2046
O 1.9262 0.8668 2.2249
O 4.3203 1.2120 1.5900
I -5.9324 -1.0598 1.1879
*
```

Atomic partial charges in e from the Mulliken method, atoms 1 to 4:
1 Sr 1.608
2 N -0.393
3 C -0.436
4 C -0.366

Molecular formula: C7H20F6N11O9S2Zn
Method: DFT, ωB97M-V/def2-TZVPD

Summary:
Energy relative to the best compared isomer or geometry (same formula, charge and spin)   140.9 kcal/mol
M   645.82 g/mol
Kohn-Sham gap   9.15 eV
LUMO level   -2.812 eV
HOMO   -0.4395 Ha

Geometry as ORCA input:
```
! RIJCOSX wB97M-V def2-TZVPD def2/J DEFGRID3
* xyz 1 1
Zn -0.0723 -0.1101 -0.1082
C 2.9151 -1.1108 2.7829
F 3.3091 0.0710 2.7591
F 3.3316 -1.6888 1.6990
F 3.4843 -1.7538 3.8687
S 0.9890 -1.2317 2.9279
O 0.7809 -2.3164 3.9143
O 0.5131 0.0534 3.3940
N 0.3884 -1.4297 1.2534
S 0.1781 -2.9446 1.1283
O -0.2401 -3.4029 -0.2229
O 1.2650 -3.8272 1.6949
C -1.5338 -3.1946 2.1605
F -1.9091 -1.9788 2.6036
F -2.5431 -3.6116 1.2736
F -1.4273 -4.0859 3.1942
C -1.9411 2.0624 1.5886
O -1.2972 1.0962 1.1045
N -2.0771 3.1888 0.9655
N -2.3730 2.0103 2.8224
H -1.6833 3.3907 0.0576
H -2.7176 3.8396 1.3971
H -3.0515 2.6678 3.1794
H -2.1192 1.1660 3.3151
C -2.0274 -1.3672 -2.2275
O -1.5400 -1.0915 -1.1553
N -2.8636 -0.6907 -2.8979
N -1.8297 -2.5034 -2.7851
H -3.3795 0.0905 -2.5189
H -3.0600 -1.1617 -3.7695
H -2.4218 -2.7217 -3.5737
H -1.4634 -3.3155 -2.3092
C 1.4338 2.2562 0.8015
O 1.3806 1.1648 0.4170
N 1.6685 3.2374 -0.0489
N 1.2785 2.7045 1.9534
H 1.9825 2.9648 -0.9694
H 1.7040 4.1887 0.2886
H 0.7314 2.1094 2.5588
H 1.4029 3.6511 2.2829
C -0.4817 2.3112 -2.0913
O -0.2403 1.2323 -1.6228
N -1.4506 3.0671 -1.9111
N 0.2519 2.8547 -2.9733
H -2.2778 2.6998 -1.4629
H -1.3951 3.9437 -2.4098
H 1.1796 2.4804 -3.1121
H 0.0034 3.7288 -3.4141
C 2.1576 -1.9961 -1.7809
O 1.4156 -1.2146 -1.1362
N 3.0912 -2.6177 -1.1705
N 1.9035 -2.4189 -2.9374
H 3.3025 -2.3221 -0.2281
H 3.3537 -3.4552 -1.6704
H 2.6541 -2.9115 -3.4003
H 1.3668 -1.7567 -3.4793
*
```

Atomic partial charges in e from the Mulliken method, atoms 1 to 4:
1 Zn 1.272
2 C 0.751
3 F -0.198
4 F -0.288